Entry from the Open Molecules 2025 dataset: a structure of composition C34H42Cl2MoNOP3 in a non-equilibrium geometry (wB97M-V/def2-TZVPD).

The molecular weight is 740.484 u. Its strongest force on any atom is 4.29 eV/A. Its total energy is -3462.8519 a.u.

ORCA input file:
```
! RIJCOSX wB97M-V def2-TZVPD def2/J DEFGRID3
* xyz 2 3
P 1.34990 1.80956 -6.00038
C 3.03935 1.72657 -5.49547
C 3.93374 1.04688 -6.37726
H 3.52794 0.31071 -7.07234
C 5.27916 1.39413 -6.37453
H 5.94831 0.97430 -7.12151
C 5.76807 2.29149 -5.41336
H 6.81079 2.59665 -5.45231
C 4.92738 2.78305 -4.41134
H 5.33945 3.41179 -3.61815
C 3.55768 2.50626 -4.43485
H 2.88919 2.88906 -3.66246
C 0.43088 0.29651 -5.91056
C 1.06619 -0.90002 -5.49340
H 2.00582 -0.85112 -4.93310
C 0.53569 -2.12970 -5.87348
H 1.04673 -3.04804 -5.56733
C -0.60012 -2.19437 -6.68278
H -0.94682 -3.15230 -7.05264
C -1.27662 -1.01987 -7.03376
H -2.17204 -1.07756 -7.65565
C -0.80115 0.21688 -6.62791
H -1.30395 1.13955 -6.93952
C 0.45909 3.29675 -5.68377
C 0.49921 4.26019 -6.73030
H 1.20977 4.10057 -7.54297
C -0.37677 5.33372 -6.71056
H -0.40132 6.05210 -7.53049
C -1.24413 5.50809 -5.61462
H -1.93822 6.34914 -5.61724
C -1.20342 4.62405 -4.52772
H -1.85335 4.80826 -3.66152
C -0.34714 3.51875 -4.54566
H -0.25355 2.86592 -3.67808
Mo 0.05228 -0.29213 0.19158
C -1.83964 -1.20240 -0.45498
C -2.26285 -1.05040 -1.73142
H -2.48768 -1.71572 0.27333
C -1.35655 -0.23202 -2.64468
O -2.14260 0.90447 -3.09753
H -1.65395 1.44490 -3.74263
C -0.23458 0.16370 -1.79913
H -0.98926 -0.84311 -3.48261
C 0.65362 0.88643 -1.13459
Cl -1.20835 -0.70753 2.20208
Cl 1.84398 0.61348 1.54400
P 1.37658 -2.24852 -0.28462
C 2.30521 -2.73868 1.20988
H 1.58339 -3.00047 1.99517
H 2.90486 -1.88176 1.54762
H 2.94807 -3.59645 0.97215
C 0.47613 -3.77000 -0.74344
H 0.03203 -3.64308 -1.74140
H -0.32681 -3.94900 -0.01562
H 1.17234 -4.62142 -0.75483
C 2.69121 -2.20692 -1.55321
H 3.27343 -1.27978 -1.45115
H 2.24855 -2.25228 -2.55896
H 3.35244 -3.07432 -1.40308
P -3.82337 -1.77938 -2.33246
C -4.46150 -2.83309 -1.04360
C -3.48395 -2.71301 -3.82781
H -4.63769 -2.24891 -0.13017
H -3.75157 -3.64399 -0.83114
H -5.41361 -3.26770 -1.38358
H -3.08198 -2.06233 -4.61389
H -4.42614 -3.15685 -4.17453
H -2.76768 -3.51578 -3.61494
C -4.98717 -0.47426 -2.71971
H -5.22224 0.09102 -1.81060
H -5.90776 -0.92313 -3.11266
H -4.55308 0.20101 -3.46526
H 1.33111 1.66337 -1.40810
C -2.39464 4.55198 1.15525
C -2.81816 3.86963 0.01233
C -2.20175 2.64556 -0.30363
N -1.25271 2.11189 0.46227
C -0.80262 2.79765 1.51053
C -1.34856 4.02127 1.91190
H -2.86799 5.48908 1.45080
H -3.60285 4.24381 -0.64212
H -2.50624 2.09660 -1.20208
H 0.02167 2.34209 2.06030
H -0.93556 4.50756 2.79588
*
```